Formula: C2H7NO
Source: the Open Molecules 2025 dataset
Level of theory: ωB97M-V with the def2-TZVPD basis set

CARTESIAN COORDINATES (ANGSTROEM)
C (1.44428, 0.20724, 0.51284)
C (1.26353, -1.00246, 0.08222)
N (-1.87529, 0.02464, -0.75600)
O (-1.88741, -0.79109, 0.28190)
H (0.47422, 0.72764, 0.74971)
H (-2.25498, 0.97434, -0.67221)
H (2.25490, 0.89705, 0.45697)
H (2.00348, -1.72270, -0.33553)
H (0.22700, -1.37160, 0.22251)
H (-0.84188, 0.18663, -0.98527)
H (-2.15937, -0.36572, -1.68125)

Calculated values
HOMO, eV: -8.794
SMILES: [NH3+][O-].C=C
Frontier orbital gap, Ha: 0.3424
Spin multiplicity: 1
Electronic energy, eV: -5721.0459

Results of the natural (NBO) charge analysis, in e, for atoms 1 through 6: -0.405 -0.412 -0.347 -0.704 0.178 0.354

=====

Formula: C2H7NO
Source: the Open Molecules 2025 dataset
Level of theory: ωB97M-V with the def2-TZVPD basis set

CARTESIAN COORDINATES (ANGSTROEM)
C (-0.65357, 0.48164, 2.26366)
N (-0.87677, -0.06575, 0.98224)
H (0.21343, 1.08005, 2.17806)
H (-1.33473, 0.43884, 3.11303)
H (-1.79488, -0.55334, 1.10101)
H (0.31683, -0.54260, -0.27936)
C (0.90335, 0.28990, -1.84928)
O (0.52580, -0.83418, -1.15420)
H (0.01613, 0.99263, -2.01360)
H (1.71979, 0.88014, -1.40898)
H (1.29571, 0.20874, -2.81858)

Calculated values
HOMO (spin up / spin down), eV: -16.070 / -16.040
Frontier orbital gap (spin up / spin down), Ha: 0.4449 / 0.2236
Spin multiplicity: 2
Electronic energy, eV: -5713.0238
Total charge: +1

Results of the natural (NBO) charge analysis, in e, for atoms 1 through 6: 0.039 -0.729 0.186 0.219 0.372 0.527

=====

Formula: C2H7NO2
Source: the Open Molecules 2025 dataset
Level of theory: ωB97M-V with the def2-TZVPD basis set

CARTESIAN COORDINATES (ANGSTROEM)
C (1.00770, -0.43751, -0.61263)
C (-1.26030, -0.81785, 0.28537)
N (0.08459, 1.76378, 0.31172)
O (1.78334, 0.61961, -0.53197)
O (0.07238, -0.38284, 0.54173)
H (0.26152, 1.70493, 1.31778)
H (0.90503, 2.25002, -0.05766)
H (1.55689, -1.38540, -0.44074)
H (0.38653, -0.51699, -1.52536)
H (-1.83921, -0.64322, 1.19119)
H (-1.26146, -1.89030, 0.06963)
H (-1.69702, -0.26423, -0.54906)

Calculated values
HOMO (spin up / spin down), eV: -9.485 / -9.482
Frontier orbital gap (spin up / spin down), Ha: 0.2842 / 0.2839
Spin multiplicity: 1
Electronic energy, eV: -7766.9798

Results of the natural (NBO) charge analysis, in e, for atoms 1 through 6: 0.225 -0.267 -0.455 -0.594 -0.482 0.338

=====

Formula: C2H7NO2
Source: the Open Molecules 2025 dataset
Level of theory: ωB97M-V with the def2-TZVPD basis set

CARTESIAN COORDINATES (ANGSTROEM)
C (0.06910, 0.05918, -1.72254)
N (0.77784, 0.51898, -2.68642)
C (-1.33332, 0.21413, -1.58739)
O (1.52771, -0.74146, 2.27834)
H (0.48566, -0.56889, -0.91667)
H (1.76372, 0.30767, -2.53930)
H (1.67564, -1.69623, 2.23939)
H (-1.84150, 0.92854, -2.22544)
H (-1.84264, -0.33148, -0.80800)
H (0.30061, 0.07704, 2.45648)
H (-1.08972, 0.52920, 3.12381)
O (-0.49311, 0.70331, 2.38774)

Calculated values
HOMO, eV: -7.846
Frontier orbital gap, Ha: 0.1090
Spin multiplicity: 1
Electronic energy, eV: -7765.4884

Results of the natural (NBO) charge analysis, in e, for atoms 1 through 6: -0.067 -0.398 0.027 -0.963 0.218 0.361